[1]
Here is a structure of composition C21H53N3O11Sr2 in a non-equilibrium geometry from the OMol25 dataset. Energies are from ωB97M-V/def2-TZVPD.

* energy relative to the best compared isomer or geometry (same formula, charge and spin): 11.852 eV
* net charge: +2
* frontier orbital gap: 2.61 eV
* E: -1884.44059 hartree

Geometry (Å):
Sr (-3.42, -3.61, 4.77)
Sr (1.90, 0.17, -1.81)
C (-0.35, -1.27, 1.34)
O (-0.99, -1.85, 2.16)
O (0.84, -0.97, 1.55)
O (-0.87, -0.75, 0.35)
C (-4.12, -0.63, 7.57)
O (-4.30, -0.60, 6.15)
C (-4.76, 0.61, 5.65)
C (-4.84, 0.72, 4.10)
N (-5.43, -0.48, 3.46)
C (-6.87, -0.49, 3.64)
C (-7.61, -1.57, 2.81)
O (-7.56, -1.17, 1.46)
C (-8.31, -1.92, 0.60)
H (-3.23, -0.05, 7.81)
H (-3.86, -1.62, 7.95)
H (-4.93, -0.22, 8.17)
H (-4.05, 1.38, 5.93)
H (-5.68, 0.86, 6.17)
H (-3.86, 0.69, 3.63)
H (-5.29, 1.68, 3.84)
H (-5.05, -0.47, 2.52)
H (-7.27, 0.46, 3.29)
H (-7.14, -0.65, 4.68)
H (-8.69, -1.59, 2.99)
H (-7.31, -2.59, 3.04)
H (-8.35, -1.56, -0.43)
H (-9.24, -2.20, 1.11)
H (-7.73, -2.84, 0.73)
C (1.05, 3.64, -0.18)
O (1.22, 3.29, -1.53)
C (0.24, 3.92, -2.40)
C (0.70, 3.46, -3.87)
N (0.60, 2.04, -4.12)
C (1.15, 1.61, -5.41)
C (2.68, 1.83, -5.54)
O (3.33, 1.25, -4.38)
C (4.76, 1.11, -4.53)
H (0.19, 3.06, 0.16)
H (0.90, 4.72, -0.10)
H (1.97, 3.49, 0.38)
H (0.31, 5.00, -2.42)
H (-0.77, 3.61, -2.14)
H (1.72, 3.74, -4.10)
H (0.12, 3.99, -4.63)
H (-0.33, 1.68, -4.05)
H (0.62, 2.24, -6.13)
H (0.90, 0.55, -5.36)
H (2.89, 2.90, -5.46)
H (2.95, 1.33, -6.46)
H (5.09, 0.24, -3.96)
H (5.21, 1.98, -4.05)
H (5.30, 0.93, -5.46)
C (1.52, -2.97, -3.15)
O (2.79, -2.62, -2.68)
C (3.42, -3.59, -1.77)
C (4.84, -3.00, -1.59)
N (4.66, -1.75, -0.80)
C (5.93, -1.01, -0.49)
C (5.81, 0.45, -0.08)
O (5.02, 1.29, -0.94)
C (5.21, 2.66, -0.68)
H (0.88, -2.10, -3.34)
H (0.84, -3.61, -2.59)
H (1.59, -3.28, -4.19)
H (3.44, -4.58, -2.21)
H (2.96, -3.56, -0.78)
H (5.40, -2.84, -2.52)
H (5.37, -3.73, -0.98)
H (4.38, -1.94, 0.15)
H (6.60, -1.08, -1.35)
H (6.55, -1.67, 0.13)
H (6.86, 0.68, 0.11)
H (5.49, 0.47, 0.97)
H (4.49, 3.24, -1.25)
H (6.22, 3.04, -0.84)
H (4.88, 2.92, 0.33)
C (5.19, -1.17, 5.25)
O (4.58, -1.67, 4.12)
H (4.81, -0.19, 5.53)
H (5.06, -1.75, 6.16)
H (6.26, -1.01, 5.10)
H (3.69, -1.33, 3.98)
C (-5.16, -0.65, -3.38)
O (-3.90, -0.07, -3.16)
H (-5.53, -0.50, -4.40)
H (-5.05, -1.69, -3.07)
H (-5.98, -0.24, -2.79)
H (-3.56, -0.21, -2.27)

Löwdin atomic charge list, values in e, 6 entries: Sr 1.45; Sr 1.53; C -1.19; O -0.03; O -0.07; O -0.09

[2]
Here is a cluster of 2 separate species, C5H9NO2 in total in a non-equilibrium geometry from the OMol25 dataset. Energies are from ωB97M-V/def2-TZVPD.

* energy relative to the best compared isomer or geometry (same formula, charge and spin): 2.147 eV
* SMILES: [H]/N=C(\C)O.CC=C=O
* frontier orbital gap: 8.64 eV
* E: -401.09785 hartree

Geometry (Å):
C (2.00, -0.63, 0.41)
C (2.44, 0.78, 0.16)
C (-2.79, -0.03, -0.38)
C (2.06, -1.60, -0.46)
C (-1.35, 0.23, 0.00)
O (-0.93, -0.52, 1.07)
N (-0.70, 1.29, -0.25)
O (2.35, -2.51, -1.15)
H (-1.57, -1.21, 1.28)
H (1.51, -0.84, 1.35)
H (-1.15, 1.92, -0.90)
H (3.07, 1.13, 0.97)
H (3.00, 0.85, -0.77)
H (1.55, 1.41, 0.08)
H (-3.44, 0.08, 0.49)
H (-2.91, -1.04, -0.77)
H (-3.13, 0.69, -1.13)

natural (NBO) atomic charge list, values in e, 6 entries: C -0.52; C -0.62; C -0.71; C 0.69; C 0.57; O -0.68

[3]
Here is a cluster of 2 separate species, C4H12S in total in a non-equilibrium geometry from the OMol25 dataset. Energies are from ωB97M-V/def2-TZVPD.

* energy relative to the best compared isomer or geometry (same formula, charge and spin): 0.366 eV
* SMILES: CSC.CC
* frontier orbital gap: 9.49 eV
* E: -557.75695 hartree

Geometry (Å):
C (0.01, -1.46, 0.81)
C (-1.77, -3.07, 2.23)
S (-1.46, -1.33, 1.86)
H (0.00, -0.54, 0.22)
H (-0.11, -2.25, 0.08)
H (0.90, -1.53, 1.42)
H (-1.45, -3.37, 3.23)
H (-1.21, -3.71, 1.56)
H (-2.82, -3.32, 2.13)
C (0.49, 2.93, -1.21)
C (1.48, 2.22, -2.15)
H (0.96, 3.12, -0.27)
H (-0.42, 2.39, -1.11)
H (0.14, 3.88, -1.62)
H (2.40, 2.01, -1.61)
H (1.07, 1.28, -2.52)
H (1.79, 2.75, -3.05)

natural (NBO) atomic charge list, values in e, 6 entries: C -0.73; C -0.75; S 0.17; H 0.23; H 0.22; H 0.21

[4]
Here is a cluster of 3 separate species, C2H6F2N2 in total in a non-equilibrium geometry from the OMol25 dataset. Energies are from ωB97M-V/def2-TZVPD.

* energy relative to the best compared isomer or geometry (same formula, charge and spin): 2.538 eV
* SMILES: CC#N.NF.F
* frontier orbital gap: 10.70 eV
* E: -388.94055 hartree

Geometry (Å):
C (0.35, -0.73, -1.70)
C (0.16, 0.51, -1.00)
N (-0.34, 1.38, -0.45)
N (-0.67, -0.41, 2.87)
F (-2.14, 2.83, 0.80)
F (-1.14, -1.65, 2.98)
H (-0.37, -1.42, -1.17)
H (1.27, -1.32, -1.62)
H (0.06, -0.51, -2.72)
H (-0.35, -0.26, 3.92)
H (-1.36, 2.36, 0.29)
H (-1.55, 0.14, 2.76)

natural (NBO) atomic charge list, values in e, 6 entries: C -0.74; C 0.40; N -0.39; N -0.39; F -0.64; F -0.27